Entry 1:
Formula: C33H56O33
Source: OMol25
Level of theory: ωB97M-V/def2-TZVPD

Geometry as XYZ:
```
122
Properties=species:S:1:pos:R:3:forces:R:3
C 3.04234 -0.86223 2.43403 1.4711 -1.3261 -0.2824
O 4.00994 -0.30578 3.36033 -0.8001 0.5530 -0.4070
C 5.15076 -0.94054 3.68547 -1.9739 0.9162 0.0054
O 5.50019 -2.02760 3.37297 0.5923 -1.4806 -0.8746
O 5.74850 -0.12283 4.51715 1.8516 1.5669 0.9721
C 7.15223 -0.30167 4.83653 -0.2486 -0.8636 -0.6908
H 3.57216 -1.07741 1.50608 -0.0070 -0.0008 -0.1677
H 2.20182 -0.21905 2.17338 0.3755 0.4318 0.8798
H 2.71534 -1.83551 2.79993 -0.2857 0.1405 0.1298
H 7.38399 0.25663 5.74356 -0.3796 -0.4323 0.0375
H 7.84478 0.04462 4.06936 -0.4937 0.5772 -0.4279
H 7.36771 -1.37016 4.83527 -0.0836 -0.0402 0.8050
C 1.73591 3.86894 -4.33395 1.1666 -0.1258 0.2162
O 2.79109 4.86091 -4.05762 0.1662 -0.4833 -0.0869
C 3.91006 4.98885 -4.80650 -0.8225 -0.7518 -2.2825
O 4.20298 4.36984 -5.83667 -0.4891 0.7134 2.1794
O 4.58306 6.03049 -4.34358 -1.2296 0.5692 2.2883
C 5.71070 6.50838 -4.99638 0.5259 -1.2311 -2.6507
H 1.51677 3.27014 -3.44992 0.2939 0.6712 0.4657
H 2.08949 3.10123 -5.02221 -0.1063 0.5432 -0.6641
H 0.82505 4.40545 -4.59962 0.3097 -0.1168 -0.3427
H 6.19364 7.41384 -4.62895 -0.5053 -0.4346 0.8718
H 5.40437 6.71885 -6.02106 0.0765 0.3048 -0.2339
H 6.36153 5.64410 -5.12883 0.7175 0.3706 0.2711
C -4.21608 -1.10509 4.64141 -0.5142 -1.0271 -0.1566
O -5.63605 -0.84571 4.42644 0.1649 -0.2563 -0.2555
C -6.57250 -1.85662 4.27667 -0.0970 2.0568 0.3972
O -6.47945 -2.99557 4.57057 0.5626 -1.1651 0.1567
O -7.70014 -1.23658 3.86217 -0.7226 0.3941 -0.7535
C -8.96954 -1.96163 3.75871 0.9218 -1.0847 1.0384
H -3.59478 -0.21189 4.57610 -0.8305 0.4746 -0.2441
H -3.84142 -1.79623 3.88639 -0.1877 -0.1219 -0.0760
H -3.99800 -1.52464 5.62351 -0.4951 -0.1775 0.1102
H -9.81213 -1.38688 3.37427 0.7916 0.6926 -0.1109
H -9.23801 -2.29238 4.76202 -0.0369 0.0752 0.1067
H -8.89461 -2.88176 3.17920 0.4344 0.1605 -0.2296
C -0.96949 -1.45975 2.21665 -0.4221 -1.7350 0.7340
O -0.74750 -0.54127 1.15882 0.3480 0.5841 -0.5941
C 0.11560 -0.90470 0.20106 2.7426 -2.0833 -0.2720
O 0.82609 -1.93394 0.26976 -2.0515 2.7603 -0.5247
O 0.19496 0.04389 -0.78241 -0.8555 -0.6590 1.3515
C 1.13366 -0.07056 -1.86076 0.2418 0.0692 -0.7291
H -1.77636 -1.12945 2.87084 -0.0351 0.5490 -0.5440
H -0.15930 -1.73630 2.89135 0.8250 0.9125 -0.3824
H -1.23914 -2.44715 1.84190 -0.3321 0.1563 -0.4668
H 2.15462 -0.25866 -1.52854 -0.2090 -0.1436 0.1530
H 1.09858 0.86057 -2.42634 -0.0141 0.4842 0.6711
H 0.85689 -0.75463 -2.66297 -0.2335 -0.7196 0.7046
C -3.62108 -4.61943 0.72717 0.2582 0.1502 1.7900
O -4.76555 -4.56275 -0.06388 -2.5184 0.2035 -1.1566
C -6.01655 -4.50829 0.49244 0.0610 0.6169 1.7029
O -6.31374 -4.43797 1.68129 1.0405 -0.4561 -2.1859
O -6.92497 -4.46082 -0.50664 1.7305 -0.3446 -0.7947
C -8.27480 -4.65883 -0.24805 -1.7642 0.3213 0.8073
H -3.59289 -3.78160 1.42385 -0.1912 -0.0962 0.1536
H -2.70589 -4.51969 0.14357 -0.4391 -0.3071 -0.5007
H -3.66055 -5.55860 1.27900 0.4411 -0.0046 0.1133
H -8.63413 -5.68612 -0.30854 0.6854 -0.3627 0.1758
H -8.89917 -4.15233 -0.98407 0.5496 0.3588 -0.2467
H -8.56322 -4.25145 0.72095 0.1476 -0.0963 0.1121
C 2.26966 -4.06085 -2.69221 1.4267 -0.1155 0.0177
O 2.58657 -2.69674 -3.06123 -1.5319 0.7686 -0.4501
C 2.93233 -2.39662 -4.31442 2.2435 -0.6778 -1.1889
O 3.42937 -3.16359 -5.12988 -1.2644 0.9535 1.0753
O 2.85346 -1.04917 -4.49801 -0.0888 -1.5627 1.9496
C 3.43606 -0.39163 -5.58165 -0.5221 1.0230 -1.7769
H 1.41392 -4.55485 -3.15239 -0.0714 0.6890 -0.4622
H 2.11115 -4.04171 -1.61397 0.1323 0.1574 -0.1599
H 3.18242 -4.59527 -2.95558 -0.2497 -0.5423 0.2545
H 4.00730 -0.91494 -6.34842 -0.1818 -0.9402 0.5376
H 4.07377 0.44465 -5.29519 -0.1534 -0.0687 0.6565
H 2.55682 0.01533 -6.08108 0.2920 0.3926 -0.4262
O -4.07429 -1.53526 0.96023 0.8623 2.5305 -0.9565
C -3.77941 -0.36954 0.70078 -1.3425 -2.0855 0.6893
O -4.09743 0.65796 1.51474 0.7987 -0.3125 0.1606
C -3.19546 1.71748 1.18599 0.5539 1.0838 0.5314
C -2.91041 1.50940 -0.26705 -0.4255 -0.6199 -0.9127
O -3.18447 0.08337 -0.40973 -0.0655 -0.1798 -0.1166
H -3.69070 2.65757 1.42904 0.1353 -0.0841 -0.1186
H -2.23866 1.67165 1.70613 -0.3408 -0.2966 0.6731
H -1.89286 1.62066 -0.64163 -0.0268 0.3451 0.4168
H -3.60104 2.10420 -0.86484 -0.0728 -0.3258 -0.3975
O -0.61234 3.01934 3.03471 1.8157 0.9952 -2.6007
C 0.08296 3.21865 2.03083 -3.9471 -0.0362 2.0595
O 1.16526 2.59743 1.74181 2.1650 -1.3538 0.6260
C 1.66397 2.96702 0.49295 0.2866 1.1533 -2.2518
C 0.53468 3.85707 -0.11966 1.4282 -0.7745 -0.4879
O -0.27130 4.01736 0.98715 -2.3323 0.4425 1.6887
H 2.56241 3.58324 0.52735 0.2490 -0.5847 0.5145
H 1.78546 2.08646 -0.13789 0.3559 0.0793 0.3731
H 0.09725 3.30197 -0.94950 -0.6602 0.1530 0.1661
H 0.78394 4.85975 -0.46696 0.5390 -0.2254 -0.0540
O 3.60778 2.96809 -1.68023 2.8983 -2.3206 -0.7682
C 4.59342 2.25248 -1.85925 -0.4834 2.4668 -0.1451
O 5.78749 2.69225 -2.45353 -2.2396 1.4647 -0.0517
C 6.80013 1.73447 -2.44410 0.0589 -0.1054 0.9580
C 6.06709 0.56951 -1.79723 1.5675 -1.5104 -0.5312
O 4.75675 0.98214 -1.49170 -0.5426 0.2605 0.0391
H 7.19841 1.50775 -3.43307 -0.3773 0.1407 -0.1274
H 7.62823 2.09443 -1.83354 -0.0020 0.0811 0.0427
H 6.57850 0.22021 -0.90026 -0.3054 -0.0691 0.0221
H 6.08078 -0.20902 -2.56000 -0.5929 -0.4614 0.4328
O 1.38264 0.58624 4.86054 -1.2967 -0.9291 1.0487
C 0.72112 -0.22891 5.45596 2.2000 1.1413 -1.9602
O -0.61362 -0.21404 5.58996 0.0467 1.0927 -0.3728
C -1.03356 -1.35799 6.24466 -0.7301 -1.4657 0.8677
C 0.24918 -2.02053 6.67814 0.4234 -1.0946 0.9625
O 1.26439 -1.36422 5.96514 -0.2520 0.7117 -0.1444
H -1.60707 -1.12827 7.14267 -0.2782 0.2741 -0.2646
H -1.62142 -2.01811 5.60688 -0.1112 0.2513 -0.2791
H 0.33875 -3.08671 6.46995 -0.2690 0.0430 0.0105
H 0.38933 -1.86040 7.74717 0.2465 -0.0858 0.0741
O -0.87197 2.89772 -3.13768 -1.7615 -1.6240 -1.6474
C -1.62971 2.24077 -3.84783 1.5411 1.1596 1.4581
O -2.33466 2.72072 -4.87154 0.7600 1.0243 -0.6948
C -3.29474 1.77081 -5.31563 -2.1701 1.6215 0.6274
C -2.79665 0.53590 -4.68886 -0.1086 -2.0549 -0.3464
O -1.89787 0.93588 -3.70564 1.6798 0.7050 0.8789
H -4.22799 2.19955 -4.95048 -0.3731 -0.4180 -0.1337
H -3.34933 1.62477 -6.39442 0.2224 0.6870 0.0680
H -2.36639 0.13850 -5.60813 1.1064 -1.3625 0.8392
H -3.35745 -0.19875 -4.11102 -0.9830 0.1454 -0.9582
```
Positions in Å, forces in eV/Å.

Energy above the lowest of the compared OMol25 structures with the same formula, charge and spin ... 421.0 kJ/mol
E_tot ... -3773.88701 Eh
E_HOMO ... -0.377 hartree
SMILES ... COC(=O)OC.COC(=O)OC.COC(=O)OC.COC(=O)OC.COC(=O)OC.COC(=O)OC.O=C1OCCO1.O=C1OCCO1.O=C1OCCO1.O=C1OCCO1.O=C1OCCO1

Results of the Mulliken charge analysis, in e, for atoms 1 through 5: atom 1 (C): -0.48, atom 2 (O): -0.20, atom 3 (C): 0.67, atom 4 (O): -0.55, atom 5 (O): -0.31

***

Entry 2:
Formula: C39H36AlClN3Si2
Source: OMol25
Level of theory: ωB97M-V/def2-TZVPD

Geometry as XYZ:
```
82
Properties=species:S:1:pos:R:3:forces:R:3
C -1.51305 -0.54764 4.43323 -0.6172 -0.6614 -0.1080
C -1.97861 0.02123 3.16192 -0.7463 -0.9804 -0.1675
C -2.18656 -1.08368 2.26750 -0.0193 0.5482 0.8532
H -2.38478 1.02616 3.03757 0.2380 -0.2900 -0.0068
C -1.80738 -2.27075 2.92196 -0.1900 0.0331 0.1932
C -1.40249 -1.97004 4.23727 -0.5433 0.7671 -0.0917
H -1.16870 -2.69504 5.01856 0.1797 0.2912 -0.3272
H -1.58394 -0.03659 5.39842 0.2909 -0.1730 -0.4085
H -2.68032 -1.02563 1.30047 0.5440 -0.0070 0.1328
H -1.91845 -3.27287 2.51067 0.2672 0.3483 0.0283
Al 0.13691 -0.04992 3.28829 -0.5465 -0.3812 -0.2622
Si -0.60004 -0.19229 -3.91173 1.1417 -0.0626 -0.0941
C -0.10244 1.40314 -4.74393 -0.1955 0.1879 -0.1326
C 1.21401 1.61832 -5.18608 -0.2382 0.4404 0.0372
H 1.95977 0.82440 -5.08442 -0.2080 0.2340 -0.0944
C 1.57356 2.85536 -5.73370 -0.0209 -0.1687 0.0485
H 2.60060 3.02031 -6.06498 -0.2998 -0.0303 0.0674
C 0.62427 3.87407 -5.86386 -0.1580 -0.2687 0.1164
H 0.90296 4.83164 -6.30822 -0.0803 -0.2978 0.1517
C -0.68850 3.65484 -5.43286 0.0358 0.0252 0.0063
H -1.43626 4.44167 -5.53699 0.2080 -0.1595 0.0145
C -1.05146 2.42985 -4.86880 0.4732 0.1124 -0.1214
H -2.07032 2.26380 -4.51106 0.2378 0.1162 -0.1580
C 0.15895 -1.63762 -4.81433 -0.0411 -0.2774 -0.1448
C -0.23477 -1.84534 -6.14602 0.4107 -0.5076 0.0300
H -0.96482 -1.17736 -6.60779 0.1911 -0.1763 0.0666
C 0.30712 -2.90282 -6.88308 0.0174 0.0393 0.1183
H -0.00344 -3.05628 -7.91699 0.0994 0.0159 0.2547
C 1.24325 -3.76391 -6.29736 -0.1288 0.2378 0.2069
H 1.66415 -4.59077 -6.87300 -0.1367 0.2673 0.1724
C 1.63521 -3.56484 -4.96883 -0.0868 0.0737 -0.0437
H 2.36115 -4.23589 -4.50464 -0.2066 0.1885 -0.1710
C 1.09538 -2.50827 -4.22770 -0.1088 0.0269 -0.4715
H 1.41497 -2.35854 -3.19094 -0.1188 -0.0838 -0.3410
H -2.07901 -0.30352 -3.93601 0.0022 0.1056 0.1929
Si 0.24187 -0.19424 -1.70860 -1.3911 0.0214 -0.2897
C -0.62340 -1.75173 -1.09186 0.2402 0.0899 0.4274
C -1.98064 -2.02344 -1.33211 0.1470 -0.3931 -0.0131
H -2.60953 -1.29600 -1.85386 0.2046 -0.2271 0.2021
C -2.53291 -3.25297 -0.95426 0.0822 0.1808 0.0595
H -3.58992 -3.44575 -1.14521 0.3036 -0.0108 0.0381
C -1.73679 -4.22133 -0.33773 0.0916 0.1919 0.0220
H -2.16583 -5.18207 -0.04781 0.1258 0.2663 -0.1162
C -0.38899 -3.94837 -0.08474 -0.0399 -0.0199 -0.0078
H 0.24191 -4.69683 0.39551 -0.1854 0.1121 -0.1028
C 0.15968 -2.71942 -0.44769 -0.4517 -0.2377 -0.0306
H 1.20559 -2.50109 -0.23156 -0.1732 -0.1313 -0.0726
C -0.57673 1.38689 -1.12049 0.1933 0.1552 0.5276
C -1.82379 1.35167 -0.48425 -0.0441 0.3695 -0.2426
H -2.24586 0.39173 -0.18160 0.0402 0.3345 -0.2043
C -2.53607 2.53331 -0.26664 0.0429 0.0012 0.2050
H -3.53116 2.48691 0.18242 0.2788 0.0727 -0.1144
C -1.97489 3.76547 -0.61304 0.0929 -0.1554 0.0539
H -2.53031 4.68748 -0.43299 0.1522 -0.2523 -0.1122
C -0.69204 3.80997 -1.16828 0.0728 0.0459 0.1406
H -0.23828 4.77110 -1.41299 -0.1331 -0.2250 0.0341
C 0.01240 2.63081 -1.41098 -0.5005 -0.1578 -0.0110
H 1.00856 2.66186 -1.85715 -0.2694 0.0905 0.0267
H 1.64382 -0.18368 -1.27699 0.3076 -0.1341 -0.3944
Cl 1.10209 -0.03582 1.42254 0.1590 -0.0927 0.1314
N 1.21194 0.83567 6.01956 0.1606 0.0597 0.1003
C 0.88680 1.93605 5.21358 0.0586 -0.1617 -0.6168
C 1.10036 3.22526 5.70893 -0.0564 0.1407 -0.0376
C 0.82392 4.31724 4.89601 -0.1221 -0.5700 -0.0297
C 0.29631 4.08979 3.61315 -0.1677 -0.0784 -0.1084
C 0.06906 2.79557 3.18605 0.6463 -0.1318 0.6666
N 0.40091 1.71826 3.97386 0.1666 1.2883 0.3759
C 1.79550 -0.37192 5.61952 -0.0700 -0.0074 -0.7197
C 2.71023 -1.00466 6.46774 0.0314 -0.1668 -0.0320
C 3.34254 -2.16457 6.03967 -0.5011 0.3444 -0.1869
C 3.00840 -2.68579 4.77791 -0.2256 -0.0652 -0.2146
C 2.06046 -2.04731 4.00124 0.2026 0.6785 0.5391
N 1.47309 -0.87335 4.41124 0.9512 -0.7216 0.4781
H 1.49546 1.10770 6.95462 -0.1014 -0.0416 -0.2406
H 1.51107 3.31663 6.71526 -0.1119 0.2082 -0.3185
H 1.01402 5.33107 5.24488 -0.0452 -0.2675 -0.0695
H 0.05737 4.91529 2.94413 0.0525 -0.2271 0.2211
H -0.34032 2.56812 2.19895 0.1379 0.0120 0.2475
H 2.90287 -0.53850 7.43247 0.1530 -0.2557 -0.1804
H 4.08001 -2.66208 6.66666 -0.1781 0.1471 -0.1317
H 3.47215 -3.59204 4.39398 -0.1033 0.2164 0.1737
H 1.75225 -2.41602 3.01838 0.1297 0.1717 0.3811
```
Positions in Å, forces in eV/Å.

Energy above the lowest of the compared OMol25 structures with the same formula, charge and spin ... 0.0 kJ/mol
Total charge ... +1
E_tot ... -2953.58910 Eh
E_HOMO ... -0.367 hartree

Results of the Mulliken charge analysis, in e, for atoms 1 through 5: atom 1 (C): 0.24, atom 2 (C): -0.72, atom 3 (C): -0.34, atom 4 (H): 0.74, atom 5 (C): -0.79

***

Entry 3:
Formula: C23H31As2N3O5Ru
Source: OMol25
Level of theory: ωB97M-V/def2-TZVPD

Geometry as XYZ:
```
65
Properties=species:S:1:pos:R:3:forces:R:3
Ru 0.10281 -0.00066 0.46305 1.5166 2.1798 -0.7869
O -1.14210 5.36839 3.11487 0.0455 -0.0407 -0.0125
C -0.90970 4.16260 2.58361 0.0098 0.0635 0.0219
C -1.90686 3.20120 2.40967 -0.0162 -0.0174 0.0169
C -1.55072 1.99806 1.84167 0.0849 0.1420 -0.0127
N -0.30101 1.75311 1.48130 0.0510 -0.0971 0.2297
C 0.66334 2.66283 1.62788 -0.0854 0.0270 0.2386
C 0.40556 3.89097 2.17897 -0.0511 -0.0077 -0.0255
C 1.97730 2.16345 1.08007 0.2063 -0.0941 0.0543
O 2.87544 2.92042 0.78921 -0.0541 -0.1243 0.1465
O 1.96278 0.86391 0.92866 0.3776 -0.1983 -0.5812
C -2.47067 0.84887 1.54081 -0.1785 -0.2194 0.0526
O -3.64416 0.88967 1.81249 0.0670 -0.0335 -0.0455
O -1.84184 -0.16751 0.99499 -0.5902 -0.3885 -0.1606
H -2.06604 5.46358 3.37331 -0.0504 0.0155 0.0224
H -2.93905 3.36235 2.69532 0.0094 0.0126 0.0035
H 1.19067 4.62628 2.28722 -0.0094 0.0027 0.0045
C 0.46183 3.56629 -1.44990 0.0341 0.0441 0.2804
As 0.45821 1.63732 -1.47612 -0.8052 -0.7561 -0.1309
C 2.11856 1.23946 -2.37270 0.1939 0.1207 0.1689
C -0.87683 1.24219 -2.81246 -0.0631 0.2904 -0.0646
C -1.31790 2.17103 -3.74978 0.0095 -0.0389 -0.0688
C -2.33426 1.83573 -4.63311 0.0070 -0.0276 0.0259
C -2.91121 0.57353 -4.58437 0.0346 -0.0020 0.0339
C -2.46554 -0.35756 -3.65678 0.0305 0.0311 -0.0789
C -1.45093 -0.01658 -2.76922 -0.1612 -0.1387 -0.0041
As -0.78520 -1.28537 -1.47534 0.0209 -0.0990 0.2293
C -2.32021 -2.40591 -1.15520 -0.0918 -0.0059 0.1160
C 0.30106 -2.42157 -2.61023 0.0611 -0.0787 -0.0065
H 0.72428 3.90587 -2.44983 -0.0078 0.0282 -0.0071
H 1.21586 3.90955 -0.74670 0.0405 0.0736 -0.0468
H -0.51760 3.94389 -1.16305 -0.0199 -0.0123 -0.0237
H 2.09607 1.68523 -3.36535 0.0126 -0.0114 -0.0195
H 2.26332 0.16440 -2.44467 -0.0317 -0.0147 -0.0111
H 2.92870 1.66940 -1.78366 0.0293 -0.0328 -0.0126
H -0.88090 3.15974 -3.79798 -0.0150 0.0098 0.0023
H -2.68195 2.56385 -5.35376 -0.0013 -0.0076 0.0011
H -3.71358 0.31519 -5.26231 0.0082 0.0060 -0.0051
H -2.92211 -1.33846 -3.62733 -0.0119 0.0060 -0.0035
H -2.58716 -2.93136 -2.06951 -0.0114 0.0025 -0.0177
H -3.14238 -1.78472 -0.80769 0.0074 0.0058 -0.0038
H -2.08780 -3.13418 -0.38321 -0.0348 -0.0378 -0.0316
H -0.20919 -2.50587 -3.56819 0.0254 -0.0593 -0.0199
H 0.40141 -3.41004 -2.16381 0.0113 -0.0061 -0.0048
H 1.28894 -1.99265 -2.76427 -0.0024 0.0096 -0.0045
C 1.98429 -2.34010 0.70365 0.1715 -0.0163 0.2942
C 2.51143 -3.60066 1.44764 -0.0630 0.1509 0.0330
N 1.88803 -3.70716 2.75851 0.1336 -0.1503 0.1290
C 0.44882 -3.86506 2.61305 0.0113 0.1471 -0.0568
C -0.13571 -2.64572 1.85337 0.3247 -0.2080 0.3022
N 0.96014 -1.67424 1.55575 -1.1151 -0.2790 0.0209
C 1.58276 -1.25247 2.83832 0.1117 -0.2149 0.1012
C 2.17494 -2.50844 3.53877 -0.0797 0.0567 -0.1200
H 1.52423 -2.59877 -0.24623 -0.0351 -0.0231 -0.0400
H 2.77897 -1.61702 0.51962 -0.0396 0.0479 -0.0336
H 3.59129 -3.54093 1.58030 0.0080 -0.0255 -0.0254
H 2.28842 -4.50539 0.88173 0.0192 -0.0107 -0.0029
H 0.00715 -3.95321 3.60530 -0.0081 -0.0254 -0.0003
H 0.25065 -4.79099 2.07252 -0.0112 -0.0180 0.0236
H -0.89677 -2.12731 2.43337 -0.0255 0.0550 -0.0645
H -0.57820 -2.94330 0.90826 0.0177 0.0119 -0.0429
H 0.80896 -0.77540 3.44064 -0.0469 -0.0116 -0.0187
H 2.34463 -0.51322 2.61353 -0.0012 -0.0034 -0.0051
H 1.75104 -2.63126 4.53479 0.0186 -0.0040 0.0190
H 3.25571 -2.41528 3.64055 0.0074 -0.0005 0.0284
```
Positions in Å, forces in eV/Å.

Energy above the lowest of the compared OMol25 structures with the same formula, charge and spin ... 19.5 kJ/mol
Total charge ... +1
⟨S²⟩ ... 0.755
Spin multiplicity ... 2
E_tot ... -6001.76050 Eh
E_HOMO (alpha / beta) ... -0.405 / -0.404 hartree

Results of the Mulliken charge analysis, in e, for atoms 1 through 5: atom 1 (Ru): -0.04, atom 2 (O): -0.51, atom 3 (C): 0.87, atom 4 (C): -0.59, atom 5 (C): -0.18